Below is 18 unconnected molecules or ions with the total composition C63H177N15O18, with properties calculated with ωB97M-V with the def2-TZVPD basis set.

XYZ file:
```
273
C63H177N15O18 (ωB97M-V with the def2-TZVPD basis set)
C 5.863 5.157 -2.681
O 4.826 4.407 -3.251
H 6.353 5.775 -3.433
H 5.513 5.618 -1.757
H 6.724 4.519 -2.487
H 4.239 4.966 -3.766
C 3.469 -1.241 -4.878
O 3.595 -2.469 -5.440
H 3.993 -1.181 -3.924
H 3.717 -0.437 -5.572
H 2.438 -0.891 -4.830
H 3.173 -2.541 -6.298
C -5.041 2.369 -2.119
O -4.216 3.190 -2.904
H -5.140 1.347 -2.485
H -4.619 2.287 -1.117
H -6.058 2.763 -2.121
H -4.427 3.153 -3.839
C 4.522 -1.225 -0.938
C 5.932 -1.648 -1.341
C 7.015 -0.597 -1.237
O 7.326 0.178 -2.364
C 6.463 1.245 -2.655
N 6.376 -2.777 -0.604
H 4.466 -0.458 -0.165
H 3.876 -2.017 -0.559
H 3.907 -0.969 -1.801
H 5.868 -2.015 -2.365
H 7.916 -1.207 -1.178
H 7.055 -0.111 -0.262
H 5.416 0.959 -2.753
H 6.734 1.574 -3.658
H 6.540 2.071 -1.948
H 5.648 -3.446 -0.813
H 7.170 -3.083 -1.147
C -1.678 -5.001 -0.531
C -1.352 -6.301 0.201
C 0.050 -6.291 0.916
O 0.179 -7.366 1.863
C 0.904 -8.461 1.306
N -2.308 -6.597 1.222
H -1.039 -4.922 -1.411
H -1.569 -4.142 0.131
H -2.691 -4.968 -0.931
H -1.461 -7.166 -0.452
H 0.200 -5.417 1.550
H 0.887 -6.111 0.241
H 0.678 -9.389 1.832
H 1.968 -8.234 1.363
H 0.613 -8.637 0.271
H -2.234 -5.841 1.888
H -1.743 -7.298 1.680
C 3.465 2.424 4.293
C 2.491 2.044 3.283
C 2.146 3.249 2.357
O 1.225 3.980 3.097
C 0.676 5.110 2.350
N 2.958 0.988 2.432
H 3.357 3.430 4.699
H 4.444 2.407 3.815
H 3.658 1.628 5.013
H 1.589 1.707 3.795
H 1.669 3.025 1.402
H 2.979 3.878 2.044
H 0.209 4.906 1.387
H 1.468 5.821 2.113
H 0.015 5.663 3.017
H 3.817 1.237 1.963
H 3.167 0.147 2.950
C 1.528 5.568 -3.259
C 1.887 5.530 -4.688
C 0.909 6.201 -5.689
O 1.039 5.542 -6.956
C 0.139 5.833 -7.993
N 3.167 6.253 -4.761
H 0.760 4.841 -2.992
H 1.204 6.573 -2.989
H 2.265 5.277 -2.511
H 1.840 4.479 -4.975
H 0.949 7.277 -5.861
H -0.094 6.006 -5.310
H 0.329 5.518 -9.018
H -0.140 6.887 -7.970
H -0.830 5.426 -7.704
H 3.402 6.467 -5.720
H 2.925 7.123 -4.309
C 3.134 1.849 -8.383
C 1.609 1.607 -8.242
C 1.086 2.088 -6.835
O -0.265 1.832 -6.541
C -0.774 2.217 -5.340
N 0.988 2.241 -9.359
H 3.305 2.801 -8.886
H 3.645 1.102 -8.991
H 3.444 2.000 -7.349
H 1.551 0.529 -8.393
H 1.310 3.152 -6.764
H 1.638 1.595 -6.035
H -1.860 2.135 -5.392
H -0.483 3.200 -4.969
H -0.622 1.505 -4.528
H 0.002 2.169 -9.154
H 1.142 3.235 -9.273
C 0.612 2.426 10.916
C 1.817 2.399 9.988
C 1.577 2.556 8.470
O 0.793 1.501 7.980
C 0.659 1.466 6.576
N 2.658 3.501 10.459
H 0.363 3.483 10.822
H 0.838 2.051 11.914
H -0.276 1.875 10.606
H 2.385 1.498 10.221
H 2.493 2.444 7.890
H 1.049 3.499 8.331
H -0.046 0.666 6.351
H 1.586 1.253 6.043
H 0.224 2.351 6.110
H 2.124 4.032 11.132
H 3.517 3.162 10.868
C 11.701 0.101 -6.418
C 10.714 -0.652 -5.528
C 9.308 -0.028 -5.505
O 8.741 0.055 -6.761
C 7.295 0.213 -6.730
N 10.899 -1.991 -6.052
H 11.414 -0.033 -7.461
H 12.746 -0.106 -6.187
H 11.466 1.166 -6.412
H 11.171 -0.500 -4.550
H 9.451 0.997 -5.165
H 8.736 -0.678 -4.843
H 6.992 0.948 -5.984
H 6.873 -0.733 -6.390
H 6.979 0.460 -7.743
H 10.577 -2.142 -6.997
H 11.870 -1.887 -6.310
C -5.774 4.495 3.713
C -6.578 3.783 4.795
C -7.671 2.869 4.166
O -8.497 3.587 3.359
C -9.594 2.923 2.878
N -5.569 2.933 5.560
H -5.166 3.866 3.063
H -5.138 5.276 4.129
H -6.436 5.190 3.195
H -7.034 4.526 5.449
H -8.118 2.197 4.899
H -7.308 2.100 3.485
H -10.175 2.646 3.758
H -9.526 2.045 2.236
H -10.199 3.583 2.257
H -5.873 2.726 6.501
H -4.714 3.457 5.683
C -7.904 1.136 0.090
C -7.744 0.046 -1.051
C -7.393 -1.363 -0.550
O -6.220 -1.469 0.330
C -6.189 -2.735 1.007
N -9.066 -0.083 -1.705
H -7.022 0.884 0.680
H -8.839 1.045 0.641
H -7.678 2.048 -0.463
H -6.931 0.409 -1.680
H -7.169 -2.079 -1.340
H -8.275 -1.828 -0.109
H -6.066 -3.590 0.342
H -7.068 -2.804 1.647
H -5.347 -2.818 1.693
H -9.739 -0.447 -1.045
H -9.019 -0.745 -2.467
C -0.952 1.125 0.642
C -0.062 0.617 -0.490
C 0.661 1.801 -1.274
O 1.494 1.190 -2.247
C 2.617 1.948 -2.664
N 0.881 -0.347 -0.010
H -0.635 1.466 1.627
H -1.553 0.222 0.746
H -1.603 1.934 0.313
H -0.651 0.038 -1.201
H 1.179 2.554 -0.680
H -0.026 2.418 -1.853
H 2.219 2.725 -3.316
H 3.348 1.378 -3.238
H 3.204 2.472 -1.909
H 1.533 0.181 0.553
H 1.447 -0.694 -0.771
C -3.118 2.335 9.669
C -2.821 3.180 8.442
C -2.814 2.311 7.150
O -2.689 3.201 6.018
C -2.385 2.648 4.733
N -3.907 4.127 8.370
H -3.277 2.941 10.561
H -2.251 1.679 9.747
H -3.977 1.677 9.542
H -1.888 3.742 8.442
H -3.748 1.757 7.055
H -1.978 1.614 7.202
H -2.857 1.696 4.490
H -1.331 2.510 4.494
H -2.782 3.321 3.973
H -4.005 4.327 7.384
H -3.747 4.999 8.854
C 3.011 -1.331 4.735
C 3.161 -2.790 4.145
C 2.028 -3.866 4.210
O 1.545 -3.968 5.535
C 0.395 -4.716 5.680
N 3.549 -2.563 2.752
H 2.141 -0.971 4.185
H 3.832 -0.669 4.461
H 2.738 -1.314 5.790
H 4.043 -3.275 4.565
H 2.458 -4.804 3.859
H 1.135 -3.556 3.667
H 0.514 -5.732 5.303
H -0.528 -4.415 5.183
H 0.008 -4.780 6.697
H 4.066 -3.378 2.454
H 2.731 -2.341 2.203
C -5.022 -2.424 5.460
C -3.442 -2.567 5.418
C -2.827 -1.800 4.235
O -3.179 -2.509 3.023
C -2.767 -1.807 1.879
N -2.904 -2.144 6.702
H -5.189 -1.381 5.727
H -5.563 -3.023 6.193
H -5.591 -2.656 4.559
H -3.243 -3.632 5.294
H -1.748 -1.784 4.388
H -3.270 -0.811 4.120
H -1.680 -1.755 1.823
H -3.205 -0.815 1.760
H -2.997 -2.409 1.000
H -2.950 -1.136 6.689
H -1.934 -2.327 6.488
C -7.389 -5.763 -4.380
C -5.894 -5.293 -4.100
C -5.762 -3.717 -3.858
O -4.468 -3.397 -4.165
C -4.138 -2.029 -3.897
N -5.456 -6.063 -2.991
H -7.447 -6.846 -4.482
H -7.693 -5.371 -5.351
H -8.184 -5.537 -3.668
H -5.103 -5.675 -4.746
H -6.059 -3.409 -2.855
H -6.426 -3.169 -4.526
H -4.907 -1.347 -4.260
H -3.192 -1.824 -4.396
H -4.044 -1.864 -2.824
H -4.757 -5.447 -2.600
H -6.281 -5.976 -2.416
C 0.582 -3.589 -3.474
C 1.216 -4.559 -4.528
C 0.809 -5.990 -4.090
O 1.123 -6.353 -2.792
C 2.501 -6.280 -2.383
N 0.686 -4.243 -5.840
H -0.492 -3.776 -3.469
H 0.771 -2.564 -3.795
H 0.969 -3.741 -2.467
H 2.302 -4.492 -4.598
H 1.259 -6.658 -4.825
H -0.259 -6.174 -4.202
H 2.620 -6.771 -1.417
H 2.895 -5.268 -2.292
H 3.117 -6.742 -3.155
H 0.793 -3.247 -5.968
H -0.302 -4.454 -5.830
```

Summary:
gap between HOMO and LUMO = 9.047 eV
F_max = 3.1 eV Å⁻¹
energy = -4681.5054 a.u.
multiplicity = 1
lowest unoccupied orbital energy = 0.198 eV